1.
{"formula": "C6H13FI2NO", "method": "wB97M-V/def2-TZVPD", "species": ["C", "C", "C", "C", "C", "C", "N", "O", "F", "I", "I", "H", "H", "H", "H", "H", "H", "H", "H", "H", "H", "H", "H", "H"], "xyz": [[-1.094, 1.623, 1.252], [0.086, -1.051, -2.713], [0.725, -0.348, 2.704], [-0.775, 0.014, -0.618], [-0.507, 0.335, 0.787], [3.558, 0.275, -0.868], [0.139, -0.750, -1.280], [0.287, -0.514, 1.402], [4.859, 0.629, -0.929], [3.383, -1.560, 0.282], [2.567, 1.919, -0.034], [-1.800, 1.570, 2.128], [-0.370, 2.256, 1.799], [-1.504, 2.324, 0.498], [-0.902, -1.403, -3.247], [0.340, -0.059, -3.128], [0.734, -1.888, -2.827], [-0.061, -0.764, 3.527], [0.788, 0.582, 3.077], [1.595, -1.008, 2.894], [-0.958, 0.783, -1.354], [-1.889, -0.383, -0.499], [0.624, -1.496, -0.860], [3.125, 0.297, -1.963]], "forces_ev_per_angstrom": [[-0.183, 0.923, 2.319], [-2.415, 1.453, -0.418], [-1.672, -4.839, 3.910], [-1.881, -0.757, -0.194], [1.138, 0.482, -0.491], [-0.481, 0.144, -2.159], [0.966, -2.253, -1.033], [-2.265, 1.779, -2.270], [0.158, -0.399, -0.033], [0.155, 0.502, -0.719], [-0.586, 0.656, 0.606], [0.123, -0.608, -0.971], [0.522, -0.512, -0.430], [0.126, -1.157, 0.040], [1.305, 0.724, 1.590], [0.372, -0.947, -0.987], [1.033, -0.069, -0.700], [1.232, 0.414, -2.276], [0.937, 3.744, 0.339], [-0.337, 0.862, -0.594], [-0.390, 1.478, 0.736], [1.154, 0.069, 0.109], [0.103, -0.724, 1.390], [0.886, -0.965, 2.232]], "nbo_charge": [-0.7867, -0.4180, -0.2882, -0.3223, 0.7148, -0.1302, -0.6357, -0.3910, -0.3471, 0.1529, 0.1357, 0.2974, 0.2970, 0.2876, 0.1992, 0.1982, 0.2249, 0.2167, 0.2066, 0.2490, 0.2697, 0.2441, 0.3938, 0.2315], "largest_force_ha_per_bohr": 0.1253, "homo_ha": [-0.4636, -0.4636], "e_lumo_ev": [-4.952, -4.952], "charge": 1, "de_lowest_kj_mol": 94.0, "orbital_gap_ev": [7.66, 7.66]}



2.
{"formula": "C4H2ClNS", "method": "wB97M-V/def2-TZVPD", "species": ["C", "C", "C", "C", "H", "H", "N", "S", "Cl"], "xyz": [[-1.054, -0.169, 0.086], [-0.055, -1.018, 0.185], [1.253, -0.087, 0.020], [-0.349, 1.186, -0.030], [0.161, -1.987, 0.312], [-0.849, 2.235, 0.076], [0.925, 1.170, -0.195], [2.730, -0.732, -0.218], [-2.762, -0.598, -0.236]], "forces_ev_per_angstrom": [[-0.425, 0.344, -0.755], [2.446, 4.229, -0.062], [0.636, -5.167, -0.682], [-2.430, 2.943, -0.062], [-0.073, -3.563, 0.278], [0.485, -2.204, -0.532], [-1.609, 2.371, 0.757], [-0.567, 0.180, 0.428], [1.537, 0.868, 0.630]], "nbo_charge": [-0.1009, -0.2124, 0.0185, 0.1588, 0.2333, 0.2177, -0.4746, 0.1366, 0.0230], "largest_force_ha_per_bohr": 0.1021, "homo_ha": -0.3428, "e_lumo_ev": -1.916, "de_lowest_kj_mol": 104.3, "orbital_gap_ev": 7.41}



3.
{"formula": "C5H4O3", "method": "wB97M-V/def2-TZVPD", "species": ["C", "C", "C", "C", "C", "H", "H", "H", "H", "O", "O", "O"], "xyz": [[0.190, 0.159, 0.192], [1.457, -0.652, -0.046], [-0.534, -0.866, -0.710], [0.115, 1.530, 0.128], [0.142, 2.851, 0.846], [-1.245, 0.097, 1.575], [2.162, -0.022, -0.539], [1.763, -1.174, 0.773], [-0.510, 3.859, 1.338], [-0.318, -0.019, 1.500], [0.626, -1.554, -1.016], [-1.607, -1.037, -1.185]], "forces_ev_per_angstrom": [[-1.120, -2.643, 2.098], [-2.909, 0.838, -3.099], [1.146, 0.320, -2.348], [-0.177, 15.536, 4.525], [-2.190, -8.085, -4.489], [-1.472, 0.334, -0.392], [0.810, -0.289, -0.598], [0.965, -1.469, 2.048], [2.345, -3.504, -2.030], [1.722, -2.194, 1.788], [0.627, 1.127, 1.670], [0.253, 0.029, 0.826]], "nbo_charge": [-0.0568, -0.0433, 0.7955, 0.0010, -0.2419, 0.4886, 0.2077, 0.2134, 0.3091, -0.6786, -0.4836, -0.5111], "largest_force_ha_per_bohr": 0.3147, "homo_ha": -0.3471, "e_lumo_ev": -0.359, "de_lowest_kj_mol": 739.3, "orbital_gap_ev": 9.09}